Entry 1:
DFT (ωB97M-V with the def2-TZVPD basis set) results for a molecular structure, C22H32GaN4O2S3.

Structure (XYZ):
```
64
Properties=species:S:1:pos:R:3:forces:R:3
Ga 0.1371 0.7215 0.3340 -0.393 -0.044 0.343
C 2.3431 -1.4111 1.0981 0.108 -0.121 -0.025
N 0.9629 -1.1230 1.5484 0.089 0.094 -0.185
C 1.0015 -0.9986 3.0396 -0.044 0.020 0.157
C 0.1235 0.1091 3.5682 0.043 0.043 -0.060
N 0.4610 1.3244 2.8517 -0.012 0.102 0.195
C 1.8234 1.8011 3.1606 -0.105 -0.001 -0.007
C -0.4716 2.3985 3.0047 0.069 -0.006 0.039
C -1.2425 2.6004 4.1413 -0.005 -0.068 -0.005
C -2.0860 3.6984 4.2219 -0.009 0.002 -0.030
C -2.1563 4.5973 3.1668 0.010 -0.020 0.022
C -1.3987 4.3895 2.0242 -0.014 -0.014 0.003
C -0.5523 3.2895 1.9392 -0.023 0.086 -0.024
S 0.3878 3.0003 0.4755 0.082 -0.210 -0.089
C 0.0103 -2.1768 1.2133 -0.092 -0.184 -0.064
C 0.3828 -3.5137 1.2966 0.089 0.029 0.041
C -0.5274 -4.5304 1.0541 -0.005 0.020 -0.006
C -1.8346 -4.2095 0.7176 0.002 0.055 -0.012
C -2.2113 -2.8798 0.6220 0.037 -0.040 0.022
C -1.3032 -1.8500 0.8716 -0.075 0.093 -0.059
S -1.8830 -0.1873 0.7062 0.132 0.139 -0.062
H 2.8114 -2.1918 1.7004 -0.007 0.005 0.024
H 2.9409 -0.5061 1.1993 0.006 0.016 0.029
H 2.3554 -1.7186 0.0602 -0.004 -0.001 0.055
H 2.0315 -0.8149 3.3401 0.013 -0.013 -0.052
H 0.7008 -1.9451 3.4902 0.059 -0.041 -0.053
H 0.3039 0.1938 4.6476 -0.042 -0.013 0.024
H -0.9307 -0.1125 3.4060 -0.014 0.023 -0.013
H 1.9826 2.7617 2.6794 0.008 -0.019 -0.001
H 2.5740 1.1093 2.7823 0.026 0.017 0.004
H 1.9545 1.9183 4.2418 0.016 -0.016 0.014
H -1.1853 1.9074 4.9709 0.007 -0.004 -0.009
H -2.6842 3.8491 5.1106 0.004 0.015 -0.013
H -2.8103 5.4568 3.2295 0.003 -0.005 -0.011
H -1.4686 5.0713 1.1864 -0.002 0.005 0.012
H 1.3965 -3.7738 1.5751 -0.008 -0.003 -0.002
H -0.2156 -5.5627 1.1416 -0.007 0.004 -0.011
H -2.5605 -4.9895 0.5277 0.010 0.007 0.008
H -3.2244 -2.6171 0.3457 0.001 -0.018 0.006
O 0.5519 -0.9277 -1.1549 0.014 0.003 0.353
S 1.2630 -1.7424 -2.2002 -0.076 0.065 -0.231
C 0.3884 -3.3149 -2.3564 0.061 0.029 0.021
C 0.6175 -3.6789 -3.8141 -0.001 0.062 -0.036
C 0.2641 -2.4320 -4.6437 0.034 -0.052 0.048
C 0.6312 -1.1867 -3.8187 -0.002 0.007 0.020
H -0.6565 -3.1136 -2.1090 -0.011 0.004 -0.012
H 0.8004 -4.0272 -1.6453 -0.006 0.016 0.029
H 0.0253 -4.5443 -4.1054 -0.003 -0.008 0.014
H 1.6680 -3.9407 -3.9619 -0.013 -0.036 -0.010
H -0.8034 -2.4199 -4.8590 -0.007 0.000 0.009
H 0.7877 -2.4433 -5.5972 -0.014 0.022 -0.008
H -0.2316 -0.5713 -3.5629 0.015 0.024 0.010
H 1.3880 -0.5571 -4.2823 0.006 -0.003 0.018
C -1.1722 3.3775 -4.4262 0.026 -0.026 0.073
N -0.9797 2.4534 -3.3220 -0.057 0.023 -0.087
C 0.1827 2.2422 -2.6785 -0.133 0.163 0.120
N 1.2860 2.8898 -3.1330 0.037 -0.024 0.001
O 0.2491 1.4470 -1.7304 0.195 -0.216 -0.508
H -2.1709 3.2313 -4.8267 0.002 0.007 -0.018
H -0.4567 3.1768 -5.2241 -0.019 -0.009 -0.017
H -1.0818 4.4193 -4.1113 0.005 0.010 0.010
H -1.7808 2.0245 -2.8894 0.019 -0.001 0.011
H 1.1988 3.7122 -3.7041 -0.010 -0.008 -0.014
H 2.0930 2.8406 -2.5340 -0.012 0.014 -0.001
```
Forces are in eV/Å.

Output
- LUMO energy: -2.2944 eV
- Relative energy (zero: lowest compared OMol25 entry of this formula, charge and spin): 19.0 kcal per mole
- 2S+1: 1
- Highest occupied orbital energy: -10.2742 eV
- Net charge: +1

Entry 2:
DFT (ωB97M-V with the def2-TZVPD basis set) results for a molecular structure, C22H32I2IrN2OSb.

Structure (XYZ):
```
61
Properties=species:S:1:pos:R:3:forces:R:3
Ir -0.5387 1.2489 0.6565 0.074 -0.218 -0.077
I 5.2688 5.7073 -1.3869 -0.009 -0.005 0.003
C 4.0067 4.2519 -0.7981 -0.098 -0.180 0.082
C 4.4281 3.2598 0.1105 0.067 -0.056 0.086
C 3.5696 2.2698 0.5180 0.372 0.254 -0.069
I 4.2334 0.8304 1.8387 0.035 -0.028 0.042
C 2.2328 2.2333 0.0241 -0.316 -0.182 -0.028
O 1.4532 1.2588 0.4102 0.424 0.226 -0.013
C 1.8043 3.2299 -0.9148 0.013 0.059 -0.077
C 0.4114 3.1953 -1.4949 -0.030 0.080 -0.041
N -0.6020 3.2388 -0.4119 -0.074 0.049 -0.086
C -1.9932 3.5111 -0.8411 -0.039 -0.058 0.034
C -2.9909 2.4802 -0.3487 0.020 0.030 -0.026
C -4.3449 2.6825 -0.5605 0.125 -0.021 0.023
C -5.2569 1.7333 -0.1328 0.048 0.000 0.000
C -4.7893 0.5835 0.4939 0.053 -0.005 -0.005
C -3.4350 0.4317 0.6674 -0.076 -0.046 0.035
N -2.5402 1.3627 0.2688 -0.272 0.238 0.017
C 2.6797 4.2102 -1.2988 -0.142 -0.023 -0.028
H 5.4424 3.2901 0.4858 -0.002 -0.040 0.033
H 0.2448 2.2822 -2.0730 0.013 0.029 0.010
H 0.2801 4.0439 -2.1713 0.034 -0.030 0.028
H -0.3161 3.9599 0.2473 -0.054 -0.032 0.044
H -2.0391 3.5589 -1.9316 0.007 -0.071 0.015
H -2.3018 4.4917 -0.4744 -0.003 -0.010 -0.042
H -4.6757 3.5855 -1.0557 -0.009 0.013 -0.010
H -6.3168 1.8848 -0.2865 -0.012 0.003 -0.002
H -5.4653 -0.1828 0.8439 -0.007 -0.010 0.010
H -3.0241 -0.4420 1.1532 -0.011 -0.006 0.022
H 2.3676 4.9690 -2.0045 -0.042 0.012 -0.020
C -2.0155 -3.9773 0.1675 0.059 0.140 0.145
C -0.6402 -3.8274 -0.4158 -0.141 -0.386 -0.343
C -0.5494 -4.0035 -1.9004 0.100 0.139 0.027
Sb -0.1580 -1.5436 0.1012 0.074 0.049 0.184
C -0.0216 -2.0195 2.2206 0.109 -0.031 0.223
C -1.2667 -1.6430 3.0117 -0.181 0.115 -0.093
C 1.2122 -1.3499 2.8286 0.035 0.090 -0.127
C 2.0355 -1.7456 -0.6266 -0.202 0.042 0.085
C 2.6262 -3.0763 -0.2927 0.004 -0.022 0.040
C 2.1674 -1.2709 -2.0400 -0.005 0.055 -0.035
H -2.3179 -5.0172 -0.0178 -0.012 -0.021 -0.004
H -2.7602 -3.3544 -0.3328 -0.013 0.023 -0.003
H -2.0545 -3.8332 1.2469 -0.012 -0.004 -0.032
H 0.1418 -4.3288 0.1511 0.084 0.118 0.047
H -1.2834 -3.3985 -2.4340 -0.010 0.008 -0.018
H -0.7747 -5.0513 -2.1304 -0.012 -0.044 0.010
H 0.4455 -3.8066 -2.2961 0.003 -0.009 -0.024
H 0.1178 -3.1020 2.2454 -0.038 -0.037 -0.082
H -1.4036 -0.5554 3.0382 -0.004 -0.062 -0.006
H -1.1493 -1.9688 4.0465 0.016 -0.018 0.006
H -2.1837 -2.1014 2.6350 0.038 0.016 0.017
H 1.1062 -0.2610 2.8716 0.013 -0.073 -0.023
H 2.1360 -1.5792 2.2985 0.010 -0.016 0.000
H 1.3358 -1.7042 3.8538 -0.046 -0.010 0.025
H 2.2700 -0.9625 0.1088 0.072 0.016 0.032
H 2.3199 -3.8567 -0.9879 -0.033 -0.031 0.005
H 2.4396 -3.3898 0.7333 -0.022 -0.033 0.020
H 3.7137 -2.9850 -0.3994 0.040 0.018 -0.008
H 1.8117 -2.0017 -2.7656 -0.029 -0.002 0.003
H 3.2358 -1.1298 -2.2398 0.022 -0.003 -0.013
H 1.6707 -0.3160 -2.2121 -0.005 -0.001 -0.019
```
Forces are in eV/Å.

Output
- LUMO energy (alpha / beta): -8.3205 / -11.6550 eV
- Relative energy (zero: lowest compared OMol25 entry of this formula, charge and spin): 7.8 kcal per mole
- 2S+1: 6
- <S²>: 8.821
- Highest occupied orbital energy (alpha / beta): -15.9160 / -16.8710 eV
- Net charge: +3

Entry 3:
DFT (ωB97M-V with the def2-TZVPD basis set) results for C22H32N2O2 in the gas phase.

Structure (XYZ):
```
58
Properties=species:S:1:pos:R:3:forces:R:3
C -1.3699 0.0861 3.4098 0.027 0.011 -0.020
C -0.8907 0.4313 2.0110 0.032 -0.027 -0.016
C -1.4573 -0.5190 0.9431 0.017 0.010 0.067
C -2.9360 -0.3298 0.7408 -0.060 0.037 -0.022
C -3.3956 0.7840 0.0351 0.023 0.003 -0.001
C -4.7524 1.0132 -0.1418 0.002 -0.021 0.005
C -5.6665 0.1153 0.3894 0.000 0.032 -0.019
C -5.2218 -0.9964 1.0904 0.009 -0.025 0.017
C -3.8653 -1.2204 1.2701 0.041 -0.015 -0.010
C -6.3827 -1.8194 1.5891 0.007 -0.029 -0.031
C -7.5912 -1.2521 0.8128 0.001 0.045 0.069
C -7.1728 0.1582 0.3422 -0.001 -0.016 -0.042
N 0.5657 0.4109 1.9799 -0.091 0.138 -0.029
C 1.2573 1.0488 1.0103 0.062 -0.068 0.211
O 0.7223 1.6918 0.1207 0.007 -0.017 -0.084
C 2.7695 0.8400 1.0815 -0.034 -0.041 -0.014
O 3.1967 0.5811 2.4134 -0.003 0.026 0.013
C 3.2293 -0.2811 0.1251 0.035 0.048 -0.053
C 3.8829 0.7848 -0.8034 -0.092 -0.005 -0.012
C 5.3564 0.5464 -1.0997 0.001 -0.011 0.053
C 5.5462 -0.6187 -2.0644 0.011 0.031 -0.037
C 4.7925 -0.3947 -3.3748 -0.009 -0.050 0.020
N 4.9658 -1.5519 -4.2625 -0.034 -0.007 0.028
C 3.3172 -0.1470 -3.0816 0.014 -0.005 0.010
C 3.1141 1.0054 -2.1033 -0.001 0.010 0.018
C 3.5902 1.8616 0.2734 0.034 -0.031 0.018
H -2.4582 0.0984 3.4486 -0.002 -0.004 0.010
H -1.0317 -0.9142 3.6946 -0.013 -0.005 0.004
H -0.9890 0.8008 4.1406 -0.013 0.002 0.004
H -1.2037 1.4458 1.7516 -0.003 -0.003 0.007
H -0.9262 -0.3158 0.0120 -0.013 -0.024 -0.018
H -1.2400 -1.5492 1.2401 0.007 -0.002 -0.013
H -2.6702 1.4715 -0.3866 -0.003 0.001 0.000
H -5.0888 1.8801 -0.6984 0.002 0.003 0.001
H -3.5195 -2.0943 1.8137 -0.005 0.002 0.003
H -6.2394 -2.8863 1.4107 -0.013 -0.001 0.014
H -6.5012 -1.6937 2.6693 -0.018 0.037 -0.002
H -7.7984 -1.8813 -0.0535 0.034 0.001 -0.020
H -8.4954 -1.2310 1.4198 -0.016 -0.020 -0.022
H -7.5529 0.9365 1.0102 0.005 -0.021 0.035
H -7.5488 0.3893 -0.6557 -0.016 0.006 0.010
H 1.0887 -0.0265 2.7213 0.014 -0.052 -0.053
H 3.1794 1.4104 2.9055 0.009 -0.003 -0.018
H 3.9566 -0.9235 0.6223 -0.004 -0.009 0.007
H 2.4364 -0.8940 -0.3055 0.005 0.008 -0.012
H 5.7818 1.4623 -1.5282 -0.001 -0.002 -0.011
H 5.8907 0.3583 -0.1635 0.013 0.008 -0.015
H 6.6049 -0.7832 -2.2761 0.004 0.002 0.004
H 5.1712 -1.5459 -1.6177 -0.003 0.001 0.003
H 5.1969 0.5118 -3.8457 -0.006 -0.004 -0.016
H 4.0758 -1.8772 -4.6170 0.018 0.037 -0.040
H 5.5522 -1.3397 -5.0571 0.012 -0.005 0.018
H 2.7824 0.0511 -4.0147 0.000 0.006 0.000
H 2.8946 -1.0691 -2.6625 -0.004 0.002 -0.001
H 2.0546 1.1498 -1.8851 0.002 -0.004 -0.003
H 3.4692 1.9378 -2.5586 0.014 -0.007 -0.005
H 3.0351 2.7374 -0.0590 0.011 -0.001 -0.023
H 4.4893 2.1551 0.8180 -0.017 0.032 0.010
```
Forces are in eV/Å.

Output
- LUMO energy: 0.6643 eV
- Relative energy (zero: lowest compared OMol25 entry of this formula, charge and spin): 19.7 kcal per mole
- 2S+1: 1
- Highest occupied orbital energy: -8.5362 eV
- Net charge: 0